Here is C18H15N6O2PdSSbSe5 as an isolated structure in a non-equilibrium geometry from the OMol25 dataset. Energies are from ωB97M-V/def2-TZVPD.

Summary:
expectation value of S²: 6.0346
LUMO level (spin up / spin down): -6.862 / -7.869 eV
ΔE to the lowest compared entry with this formula, charge and spin: 0.805 eV
energy: -13946.83691 Ha
Kohn-Sham gap (spin up / spin down): 0.187 / 0.210 Ha
multiplicity: 5
net charge: +2

```
49
C18H15N6O2PdSSbSe5 | the OMol25 dataset | ωB97M-V/def2-TZVPD
Sb 10.0872 19.3914 4.9011
Pd 11.2667 12.2282 4.3743
Se 12.0352 18.0102 3.5206
Se 12.1135 17.7575 5.6453
Se 10.6873 14.5462 3.9124
Se 11.9906 21.0390 5.1629
Se 8.3617 14.2956 4.6097
S 18.2773 9.6469 4.8523
O 9.4224 11.3056 4.5630
O 10.2811 10.4140 6.4845
N 16.8446 8.8907 4.6979
N 17.6518 11.1746 4.9537
N 13.1643 12.9723 4.5735
N 8.3980 17.2761 4.4406
N 12.3067 10.5304 4.2763
N 6.9155 10.8762 5.1515
C 15.8138 9.7433 4.7712
C 15.4462 12.2401 4.8455
C 6.0053 10.0702 4.2827
C 13.5976 14.2106 4.9360
C 8.0113 9.8862 5.7593
C 13.6201 10.5903 4.4723
C 14.9460 14.4914 5.2965
C 14.4219 9.4278 4.5413
C 12.4956 8.1844 3.9637
C 14.0823 11.9617 4.6453
C 15.8993 13.5247 5.2186
C 6.6633 8.7297 4.0893
C 8.3647 16.1068 4.3226
C 13.8297 8.1737 4.3699
C 11.7553 9.3315 3.9693
C 7.6910 8.4988 5.1694
C 9.3903 10.5527 5.6351
C 16.3211 11.0729 4.8873
H 14.3852 7.2411 4.4346
H 6.4058 11.4158 5.8608
H 10.7177 9.3343 3.6359
H 5.8385 7.9897 4.0874
H 7.7725 9.8770 6.8497
H 16.9449 13.6163 5.3446
H 5.1131 9.8904 4.9005
H 7.0768 8.6369 3.0839
H 15.1238 15.4907 5.6510
H 7.5413 11.5609 4.6706
H 8.6159 8.0078 4.8115
H 12.8675 15.0119 5.1023
H 7.2952 7.8778 5.9973
H 5.7543 10.6504 3.4313
H 11.9693 7.2569 3.7824
```